1.
40
Properties=species:S:1:pos:R:3:nbo_charge:R:1 method="wB97M-V/def2-TZVPD" homo_lumo_gap_ev=7.94 lumo_ev=-0.4 homo_ev=-8.36 total_charge=0 relative_energy_kj_mol=1567.58
C -1.10802 -2.67185 1.15803 -0.229
H -1.78906 -2.03424 1.47865 0.173
O 0.01648 -1.83896 0.41656 -0.547
C -0.52561 -1.23114 -0.71214 -0.116
C -1.50699 -0.27509 -0.48305 -0.049
C -1.30962 1.01211 0.33444 0.254
C -0.07693 1.57614 0.89577 0.717
O 0.07107 2.70798 1.29769 -0.529
O 1.01608 1.05310 0.17135 -0.558
C 2.39086 1.47597 0.66468 -0.084
C 3.33466 0.80966 0.15304 -0.327
C 3.52058 -0.60048 0.38256 0.476
O 4.65670 -1.35312 -0.36815 -0.339
N 5.09853 -0.11402 -1.05887 -0.122
C 4.34224 0.84814 -1.01533 0.187
C 4.49625 2.09061 -1.51708 -0.661
H 5.39040 1.81090 -2.32226 0.234
H 4.81738 2.87049 -0.88284 0.245
H 3.75477 2.52299 -2.21582 0.250
C 2.93890 -1.53661 1.58838 -0.715
H 1.88655 -1.76177 1.08690 0.289
H 2.85155 -1.02076 2.60953 0.232
H 3.49190 -2.41676 1.57310 0.226
H 2.31611 1.60760 1.94381 0.240
H 2.47947 2.71102 0.05113 0.195
O -2.29939 1.84507 0.50557 -0.397
C -3.40485 0.91107 0.04898 0.299
C -4.72530 1.59345 0.03834 -0.216
C -5.72364 0.47953 -0.35138 -0.203
C -5.16968 -0.73700 -0.92962 -0.203
C -3.85878 -0.92156 -1.07309 -0.207
C -2.98531 -0.14897 -0.61503 -0.171
H -3.50654 -1.92989 -1.42095 0.208
H -5.95446 -1.51085 -1.42950 0.225
H -6.73320 0.67155 -0.46295 0.209
H -5.04916 2.57219 0.52434 0.259
H 0.35524 -0.78121 -1.29973 0.229
H -1.06748 -1.85616 -1.13741 0.164
H -1.63432 -3.33981 0.39218 0.172
H -0.79742 -3.08934 1.98017 0.188

=====

2.
42
Properties=species:S:1:pos:R:3:nbo_charge:R:1 method="wB97M-V/def2-TZVPD" homo_lumo_gap_ev=6.70 lumo_ev=2.8 homo_ev=-3.88 total_charge=-1 relative_energy_kj_mol=48.17
Ag -1.65251 -0.07043 0.45896 0.551
N -1.10462 -2.94583 -0.84090 -0.321
C -1.66250 -4.13585 -0.56128 -0.032
C -1.65511 -4.26220 0.80631 -0.348
C -1.08618 -3.06209 1.26639 -0.018
N -0.75466 -2.26277 0.25988 -0.322
H -1.05327 -2.48611 -1.73018 0.413
H -2.03346 -4.78572 -1.33732 0.215
H -2.03460 -5.08571 1.38796 0.226
H -0.92098 -2.73481 2.28043 0.223
C 0.64233 5.32591 -2.89225 -0.240
C 0.10015 5.77208 -1.69267 -0.224
C -0.57247 4.88667 -0.85529 -0.218
C -0.72662 3.53701 -1.18530 -0.404
C -0.15125 3.10924 -2.39010 -0.155
C 0.51514 3.98562 -3.23863 -0.246
Si -1.76938 2.34721 -0.09844 0.511
C -3.44558 2.43652 -1.05040 -0.399
C -4.56180 3.08588 -0.50837 -0.222
C -5.80141 3.07273 -1.14674 -0.228
C -5.95401 2.41192 -2.35829 -0.243
C -4.85866 1.76708 -2.92186 -0.242
C -3.63360 1.77581 -2.26898 -0.146
H 1.15907 6.01511 -3.55035 0.196
H 0.19617 6.81610 -1.41347 0.196
H -0.99783 5.25307 0.07483 0.208
H -0.22663 2.06072 -2.66697 0.193
H 0.93965 3.62476 -4.16897 0.195
H -2.08567 3.30284 1.01977 -0.211
H -4.46146 3.60183 0.44198 0.208
H -6.64666 3.58294 -0.69625 0.195
H -6.91950 2.38374 -2.85163 0.195
H -4.97037 1.23340 -3.85991 0.194
H -2.80050 1.24148 -2.71565 0.188
C -6.86052 -0.55493 0.46096 -0.266
O -5.84426 -0.44277 1.45331 -0.531
C -4.55857 -0.76141 1.18765 0.037
S -4.08365 -1.35709 -0.32145 -0.371
S -3.50798 -0.43842 2.47558 -0.329
H -7.43513 0.36890 0.48582 0.182
H -7.50491 -1.39669 0.71626 0.169
H -6.43929 -0.69885 -0.52963 0.219

=====

3.
46
Properties=species:S:1:pos:R:3:nbo_charge:R:1 method="wB97M-V/def2-TZVPD" multiplicity=5 homo_lumo_gap_ev="6.95 / 3.95" lumo_ev="-7.3 / -10.8" homo_ev="-14.21 / -14.73" total_charge=+2 relative_energy_kj_mol=74.06
H 0.63753 -3.10933 0.64838 0.237
N 1.46191 -1.55397 -0.57936 -0.268
B 2.77775 -0.14550 -2.24119 0.524
N 2.46667 -1.49931 -1.54776 -0.293
C 3.01114 -2.72197 -1.64014 0.068
Ru 0.34656 0.00808 -0.24481 1.450
H 3.83131 -2.87918 -2.31798 0.259
C 2.35870 -3.57104 -0.74864 -0.312
H 2.58501 -4.60084 -0.58078 0.264
C 1.37908 -2.83144 -0.09990 0.011
H 3.62957 -0.26885 -3.04576 0.010
C -0.85407 2.70650 1.45657 -0.790
H -1.97483 2.71420 1.56389 0.227
H -0.61371 1.91141 0.66597 0.110
H -0.56691 3.71055 1.12803 0.255
N 3.17002 0.84712 -1.12854 -0.323
N 1.45104 0.34044 -2.92204 -0.305
N 2.23144 1.05870 -0.12700 -0.399
N 0.30815 0.49799 -2.12550 -0.402
C 4.24833 1.61676 -0.87106 0.057
C 1.10713 0.68339 -4.17279 0.087
H 5.10525 1.59849 -1.51286 0.251
H 1.83137 0.65806 -4.96349 0.254
C 4.02278 2.32999 0.30334 -0.321
C -0.24420 1.03415 -4.19333 -0.313
C 2.74598 1.95757 0.74816 0.015
C -0.73824 0.90880 -2.90441 0.026
H 4.69805 3.02897 0.77727 0.264
H -0.81542 1.33647 -5.04305 0.263
H 2.16459 2.29417 1.60957 0.236
H -1.72206 1.06894 -2.46002 0.254
H -0.42051 2.43986 2.45190 0.236
Br -2.04363 -3.43006 2.14110 0.367
C -3.12068 -1.91826 2.54935 0.027
C -3.69559 -1.80467 3.81532 -0.194
C -4.43013 -0.66593 4.15344 -0.149
C -4.70027 0.28666 3.18086 0.000
C -4.16768 0.17116 1.89731 -0.218
C -3.25966 -0.85923 1.62441 0.007
C -2.35317 -0.77558 0.41959 0.730
O -2.73617 -0.76795 -0.74894 -0.531
O -1.08008 -0.74885 0.79414 -0.740
H -3.52038 -2.57707 4.55098 0.269
H -4.80548 -0.55176 5.16991 0.270
H -5.30782 1.14811 3.43772 0.259
H -4.39866 0.92427 1.13215 0.271

=====

4.
48
Properties=species:S:1:pos:R:3:nbo_charge:R:1 method="wB97M-V/def2-TZVPD" multiplicity=5 homo_lumo_gap_ev="6.84 / 4.72" lumo_ev="-8.2 / -10.4" homo_ev="-15.08 / -15.14" total_charge=+2 relative_energy_kj_mol=235.02
C 2.69224 -0.12154 -0.07944 0.041
N 1.42308 -0.04270 -0.53797 -0.330
N 1.49601 0.22133 -1.88686 -0.331
C 2.78909 0.20715 -2.28046 0.065
C 3.58945 0.00382 -1.14695 -0.310
B 0.23201 0.38629 -2.75504 0.556
N -0.59738 -0.94724 -2.50991 -0.294
N -0.73030 -1.45182 -1.22073 -0.398
C -1.29489 -2.68506 -1.29195 0.017
C -1.45552 -3.01204 -2.62668 -0.306
C -1.01087 -1.91224 -3.35905 0.074
Cr -0.09938 -0.92227 0.53156 1.124
N -0.37082 1.86436 -2.42758 -0.299
N -0.65787 2.10946 -1.12815 -0.128
C -1.01768 3.37044 -0.95432 -0.074
C -0.95660 4.01352 -2.20660 -0.031
C -0.53488 3.03268 -3.12182 0.173
H -1.29119 3.76097 0.02462 0.269
H -0.35848 3.12571 -4.19082 0.271
H -1.19802 5.05172 -2.37220 0.273
H 0.52476 0.39397 -3.92153 -0.006
H -0.95396 -1.77712 -4.43274 0.259
H 3.04383 0.33043 -3.32604 0.254
H -1.82870 -3.95792 -2.99282 0.273
H 4.65606 -0.04214 -1.07143 0.269
H -1.55423 -3.23972 -0.38953 0.249
H 2.90679 -0.28286 0.96545 0.259
H -2.72356 -0.12181 0.69932 0.302
C -1.74456 -0.19968 1.17583 -0.650
H -1.59085 -1.34791 1.21743 0.237
H -0.91709 0.33870 0.46321 0.250
H -1.69534 0.22752 2.16068 0.317
O 0.05216 1.37571 3.32602 -0.910
S 1.27782 0.63240 3.13813 2.296
O 2.48739 1.35423 2.82675 -0.863
N 0.96498 -0.63887 2.05368 -0.926
C 0.88375 -1.91526 2.59865 0.681
O 0.34110 -2.86500 1.95721 -0.600
C 1.34919 -1.87166 3.94771 -0.208
C 1.50898 -2.96918 4.78038 -0.118
C 1.88620 -2.72946 6.09410 -0.172
C 2.05801 -1.40144 6.55368 -0.134
C 1.88308 -0.30089 5.69476 -0.188
C 1.52636 -0.55893 4.38351 -0.243
H 1.34035 -3.96241 4.36751 0.254
H 2.04834 -3.56013 6.78282 0.252
H 2.34435 -1.21458 7.59747 0.253
H 2.02157 0.73657 5.99893 0.255

=====

5.
48
Properties=species:S:1:pos:R:3:nbo_charge:R:1 method="wB97M-V/def2-TZVPD" homo_lumo_gap_ev="4.64 / 4.75" lumo_ev="-16.1 / -16.0" homo_ev="-20.73 / -20.77" total_charge=+4
C 2.90364 -0.19936 -0.05388 0.038
N 1.66681 -0.17659 -0.59269 -0.452
N 1.79982 -0.03789 -1.95637 -0.327
C 3.10675 0.00927 -2.26481 0.089
C 3.83456 -0.08109 -1.08706 -0.277
B 0.58180 0.13265 -2.91368 0.513
N -0.38724 -1.06455 -2.67682 -0.316
N -0.82729 -1.37682 -1.42189 -0.420
C -1.70206 -2.39723 -1.51494 0.018
C -1.79842 -2.75748 -2.86018 -0.267
C -0.95454 -1.90455 -3.55958 0.099
Sn -0.26219 -0.34286 0.52024 2.153
N -0.15418 1.42864 -2.42810 -0.226
N -0.52917 1.57378 -1.12480 -0.277
C -1.05333 2.78817 -0.96182 0.051
C -1.03006 3.44481 -2.20334 0.042
C -0.45474 2.55356 -3.10163 0.121
H -1.40534 3.14249 -0.00236 0.275
H -0.23215 2.62184 -4.15696 0.304
H -1.38202 4.43434 -2.41361 0.297
H 0.91093 0.21757 -4.06333 0.049
H -0.71032 -1.82481 -4.61094 0.289
H 3.41051 0.10237 -3.29908 0.280
H -2.40792 -3.53769 -3.26788 0.299
H 4.90156 -0.06324 -0.98057 0.293
H -2.20682 -2.80664 -0.64762 0.241
H 3.06415 -0.29786 1.00890 0.259
H -2.35505 -0.36184 1.51579 0.285
C -1.88391 -1.23531 1.99609 -0.877
H -2.52533 -2.10526 1.76435 0.348
H -0.80930 -1.57083 1.74549 0.189
H -1.88984 -1.04697 3.08534 0.343
O 1.22854 -0.69414 2.40337 -0.634
C 0.75987 0.40820 2.85468 0.766
O 0.15375 1.23878 2.04331 -0.677
C 0.69442 0.64275 4.31170 -0.057
C -0.27581 1.52382 4.82455 -0.161
C -0.51675 1.57652 6.19030 -0.146
C 0.25207 0.78043 7.06175 0.033
C 1.23746 -0.09170 6.55628 -0.104
C 1.44890 -0.16574 5.18622 -0.153
N 0.04161 0.87447 8.46887 0.456
O -0.84560 1.65192 8.89296 0.216
O 0.75163 0.18112 9.23378 -0.079
H -0.84806 2.15089 4.14131 0.260
H -1.28557 2.22398 6.60265 0.274
H 1.80965 -0.69933 7.25245 0.294
H 2.18728 -0.85418 4.78069 0.279